(1)
DFT (ωB97M-V with the def2-TZVPD basis set) results for a single C17H26N4S2 molecule.

Structure (ORCA input):
```
! RIJCOSX wB97M-V def2-TZVPD def2/J DEFGRID3
* xyz 0 1
C 1.79724 -1.58900 2.76583
C 0.51414 -1.75115 2.31954
C -0.59103 -0.75590 2.63402
S -1.76135 -0.47012 1.24736
C -0.81591 0.22766 -0.07459
N -1.08761 1.34154 -0.72249
C -2.31235 2.07425 -0.36254
C -3.00369 2.69031 -1.54014
C -3.45770 4.07668 -1.10557
C -3.08888 4.24932 0.37028
C -1.98319 3.20169 0.61424
N 0.30497 -0.48388 -0.45722
C 1.35581 0.01832 -1.36504
C 2.38742 0.90446 -0.65796
C 3.68700 0.66643 -1.41250
C 3.57073 -0.66658 -2.12988
C 2.12210 -1.16524 -1.88445
N 0.37574 -2.93240 1.55395
C -0.77401 -3.62064 0.95866
C -0.07502 -4.88766 0.47652
N 1.33069 -4.85831 0.93919
C 1.51431 -3.69554 1.49887
S 2.89160 -2.90700 2.26085
H 2.13271 -0.76252 3.34596
H -0.18270 0.21873 2.92608
H -1.12504 -1.18217 3.48726
H -3.04673 1.43964 0.10946
H -2.32006 2.76441 -2.37194
H -3.87279 2.08003 -1.84083
H -2.91364 4.79275 -1.69307
H -4.54067 4.26937 -1.24684
H -3.90554 4.03316 1.04941
H -2.79393 5.28392 0.56466
H -1.00766 3.65375 0.36248
H -2.02319 2.83657 1.61360
H 0.55910 -1.23588 0.12686
H 0.94921 0.66372 -2.18564
H 2.04218 1.95111 -0.67737
H 2.48741 0.57763 0.39317
H 4.55177 0.69627 -0.76490
H 3.82866 1.43705 -2.16535
H 4.29812 -1.37810 -1.79881
H 3.68414 -0.54352 -3.22374
H 1.62459 -1.57234 -2.78266
H 2.16508 -1.97663 -1.15643
H -1.54797 -3.92855 1.64372
H -1.24589 -3.07024 0.13643
H -0.59541 -5.79374 0.83796
H -0.10276 -4.92166 -0.61639
*
```

Largest force on an atom in eV/A: 3.47
SMILES: C1=C(CS/C(=N\C2CCCC2)NC2CCCC2)N2CCN=C2S1

(2)
DFT (ωB97M-V with the def2-TZVPD basis set) results for a single C17H26O5 molecule.

Structure (ORCA input):
```
! RIJCOSX wB97M-V def2-TZVPD def2/J DEFGRID3
* xyz 0 1
C -4.77438 0.75896 1.41058
C -3.31884 1.16157 1.51696
O -3.07321 2.29495 2.10915
O -2.46721 0.37159 0.84355
C -1.12909 0.59541 1.18437
C -0.75135 -0.03561 2.55328
C -0.30718 1.03915 3.57781
C -0.84592 0.53743 4.91544
O 1.09367 1.04243 3.67685
C -0.14334 0.15288 0.08048
C 0.71395 1.15064 -0.36790
C 1.82874 1.10121 -1.32289
C 1.88538 -0.13759 -2.23750
C 0.43675 -0.41354 -2.82329
C -0.28082 -1.40761 -1.97478
C -0.10939 -1.31260 -0.41760
C -0.91553 -2.32733 0.27516
O 0.58494 -0.74484 -4.20515
C 1.92777 -0.78783 -4.42749
O 2.44739 -1.44893 -5.29718
C 2.68864 0.08980 -3.53721
C 4.21816 -0.20376 -3.43933
H -5.46574 1.52811 1.09348
H -5.14313 0.29375 2.33050
H -4.83245 0.09934 0.56368
H -1.17057 1.75687 1.23353
H -1.58788 -0.64429 2.77900
H 0.03531 -0.68646 2.41705
H -0.57280 2.00245 3.34242
H -1.90959 0.61059 4.96688
H -0.59896 -0.46200 5.15163
H -0.34157 1.11723 5.69562
H 1.55499 0.89387 2.84026
H 0.75155 2.01660 0.30883
H 2.83255 1.31905 -0.88725
H 1.68584 1.93839 -1.97914
H 2.39018 -0.94644 -1.76633
H -0.04913 0.52582 -2.84533
H 0.18393 -2.42985 -2.15191
H -1.33279 -1.33865 -2.28366
H 0.96922 -1.51549 -0.14774
H -0.92796 -2.47991 1.37150
H -0.66778 -3.36784 -0.06595
H -1.95595 -1.99533 0.03834
H 2.51514 1.15092 -3.85453
H 4.71702 0.67651 -2.93305
H 4.43488 -1.11697 -2.83688
H 4.77656 -0.42260 -4.47423
*
```

Largest force on an atom in eV/A: 5.92
SMILES: CC(=O)O[C@@H](C[C@@H](C)O)C1=CC[C@H]2[C@H](C[C@@H]1C)OC(=O)[C@@H]2C
ΔE to the lowest compared entry with this formula, charge and spin in kcal per mole: 58.6

| no. | orbital gap (eV) | DFT total energy (eV) |
| --- | --- | --- |
| 1 | 8.17 | -45680.7350 |
| 2 | 9.78 | -28285.8885 |